Entry 1:
The following is a quantum chemistry calculation of a molecular structure, C45H40CrN8O5, from OMol25.

The geometry in XYZ format:
```
99
Properties=species:S:1:pos:R:3:forces:R:3:lowdin_charge:R:1
Cr -0.8000 0.9467 1.9552 -0.2 -0.2 0.4 0.914
C 3.0840 0.9937 4.5551 0.0 0.0 0.0 -0.031
C 2.6890 -0.3848 4.1008 0.0 0.0 0.0 -0.197
C 3.6530 -1.3832 4.1004 0.0 0.0 0.0 -0.042
C 3.3459 -2.6835 3.7334 0.0 0.0 0.0 -0.071
C 2.0498 -2.9929 3.3739 0.0 0.0 0.0 -0.050
C 1.0522 -2.0205 3.3591 0.0 0.0 0.0 -0.198
C -0.3425 -2.4642 3.0023 0.0 0.0 0.0 -0.043
C 1.3727 -0.7048 3.7097 0.0 -0.1 0.0 -0.171
N 0.4223 0.3568 3.5981 0.0 0.1 0.2 0.041
C 0.1440 1.0570 4.6970 0.1 0.1 -0.4 -0.488
O 0.2376 0.6808 5.8830 0.4 0.2 0.2 0.011
C -0.4440 2.4126 4.4097 0.0 0.0 0.0 -0.167
C -0.6928 3.4033 5.3357 0.0 0.0 0.0 0.039
C -1.3054 4.5737 4.8875 0.0 0.0 0.0 0.003
C -1.6931 4.7034 3.5630 0.0 0.0 0.0 0.051
C -1.4324 3.6495 2.7035 0.0 0.0 0.0 -0.137
N -0.7834 2.5789 3.1349 0.1 -0.2 -0.3 0.059
C -1.8842 3.5530 1.2659 0.0 0.0 0.0 -0.457
O -2.4039 4.5043 0.7125 0.0 0.0 0.0 0.096
N -1.6371 2.3213 0.7569 -0.1 0.1 0.0 0.016
C -2.0037 2.0890 -0.6065 0.0 0.0 0.0 -0.198
C -3.2277 1.4792 -0.8945 0.0 0.0 0.0 -0.207
C -4.2757 1.3122 0.1703 0.0 0.0 0.0 -0.019
C -3.4878 1.0919 -2.2060 0.0 0.0 0.0 -0.045
C -2.5716 1.3354 -3.2158 0.0 0.0 0.0 -0.073
C -1.4042 2.0258 -2.9295 0.0 0.0 0.0 -0.045
C -1.1129 2.4288 -1.6307 0.0 0.0 0.0 -0.201
C 0.0909 3.2878 -1.3562 0.0 0.0 0.0 -0.009
H 4.1560 1.1429 4.4345 0.0 0.0 0.0 0.086
H 2.8389 1.1338 5.6097 0.0 0.0 0.0 0.092
H 2.5669 1.7839 4.0081 0.0 0.0 0.0 0.059
H 4.6644 -1.1318 4.3965 0.0 0.0 0.0 0.114
H 4.1113 -3.4481 3.7366 0.0 0.0 0.0 0.107
H 1.7913 -4.0100 3.1017 0.0 0.0 0.0 0.117
H -0.6847 -3.2301 3.7045 0.0 0.0 0.0 0.094
H -0.3745 -2.9190 2.0100 0.0 0.0 0.0 0.088
H -1.0548 -1.6432 2.9934 0.0 0.0 0.0 0.022
H -0.4167 3.2509 6.3694 0.0 0.0 0.0 0.129
H -1.5042 5.3752 5.5867 0.0 0.0 0.0 0.122
H -2.2108 5.5729 3.1838 0.0 0.0 0.0 0.134
H -3.8504 1.0834 1.1463 0.0 0.0 0.0 0.047
H -4.9921 0.5362 -0.1033 0.0 0.0 0.0 0.084
H -4.8279 2.2472 0.2908 0.0 0.0 0.0 0.103
H -4.4292 0.6055 -2.4355 0.0 0.0 0.0 0.114
H -2.7830 1.0223 -4.2303 0.0 0.0 0.0 0.106
H -0.7155 2.2783 -3.7276 0.0 0.0 0.0 0.111
H 0.6191 3.5080 -2.2835 0.0 0.0 0.0 0.086
H 0.7958 2.8266 -0.6654 0.0 0.0 0.0 0.050
H -0.2217 4.2348 -0.9121 0.0 0.0 0.0 0.090
C 2.2957 -4.3437 -10.2212 0.0 0.0 0.0 -0.066
O 3.0561 -3.3894 -9.4935 0.0 0.0 0.0 -0.067
C 2.6110 -3.0189 -8.2762 0.0 0.0 0.0 -0.277
C 1.4508 -3.5047 -7.6780 0.0 0.0 0.0 0.000
C 1.0897 -3.0530 -6.4190 0.0 0.0 0.0 -0.011
C 1.8655 -2.1216 -5.7397 0.0 0.0 0.0 -0.162
C 3.0243 -1.6392 -6.3544 0.0 0.0 0.0 -0.025
C 3.3964 -2.0792 -7.6041 0.0 0.0 0.0 0.011
C 1.4431 -1.6771 -4.4129 0.1 0.0 0.0 -0.245
N 0.3085 -1.9936 -3.8278 0.0 0.0 0.0 0.200
C 0.3361 -1.3590 -2.6194 0.0 0.0 0.0 -0.165
C 1.5059 -0.6485 -2.4582 0.0 0.0 0.0 -0.118
N 2.2110 -0.8671 -3.6156 0.0 0.0 0.0 0.192
C 1.8102 0.1075 -1.2883 0.0 0.0 0.0 -0.052
C 2.9937 0.8115 -1.0206 0.0 0.0 0.0 0.034
C 3.1239 1.4943 0.1640 0.0 0.0 0.0 -0.010
C 2.0578 1.5088 1.0645 0.0 0.0 0.0 -0.087
N 0.9337 0.8564 0.8261 0.1 0.2 0.0 0.038
C 0.8088 0.1349 -0.3066 0.0 0.0 0.0 -0.128
C -0.4068 -0.6274 -0.4452 0.0 0.0 0.0 -0.126
N -1.2630 -0.5786 0.6011 0.1 0.0 -0.1 0.045
C -2.3678 -1.3014 0.5507 0.0 0.0 0.0 -0.102
C -2.6863 -2.1021 -0.5489 0.0 0.0 0.0 -0.004
C -1.8393 -2.1380 -1.6281 0.0 0.0 0.0 0.047
C -0.6552 -1.3889 -1.5863 0.0 0.0 0.0 -0.053
H 2.8282 -4.5001 -11.1537 0.0 0.0 0.0 0.096
H 1.2929 -3.9671 -10.4334 0.0 0.0 0.0 0.098
H 2.2280 -5.2886 -9.6781 0.0 0.0 0.0 0.097
H 0.8269 -4.2289 -8.1797 0.0 0.0 0.0 0.107
H 0.1902 -3.4266 -5.9491 0.0 0.0 0.0 0.115
H 3.6515 -0.8995 -5.8702 0.0 0.0 0.0 0.106
H 4.2894 -1.7088 -8.0883 0.0 0.0 0.0 0.125
H 3.1156 -0.5013 -3.8537 0.0 0.0 0.0 0.150
H 3.8046 0.8143 -1.7382 0.0 0.0 0.0 0.125
H 4.0273 2.0368 0.4021 0.0 0.0 0.0 0.121
H 2.1028 2.0701 1.9874 0.0 0.0 0.0 0.114
H -3.0231 -1.2274 1.4068 0.0 0.0 0.0 0.120
H -3.6068 -2.6682 -0.5387 0.0 0.0 0.0 0.120
H -2.0576 -2.7321 -2.5057 0.0 0.0 0.0 0.131
N -2.0021 -0.5970 5.6346 -0.6 -0.2 0.0 0.191
C -3.2176 0.2150 5.3091 0.1 -0.1 0.0 -0.022
C -3.0987 0.8779 3.9235 -0.2 -0.1 0.0 -0.607
O -3.7662 1.8608 3.7043 0.1 0.1 0.0 0.113
O -2.3054 0.2484 3.1151 0.0 0.1 -0.1 -0.163
H -2.1810 -1.2792 6.3684 0.0 0.0 0.0 0.170
H -1.1849 0.0028 5.9295 0.2 -0.1 0.1 0.091
H -1.7024 -1.0793 4.7806 0.0 0.0 0.0 0.120
H -3.3513 0.9733 6.0745 0.0 0.0 0.0 0.139
H -4.0817 -0.4483 5.3074 0.0 0.0 0.0 0.139
```
Forces are in eV/Å.

E_HOMO (spin up / spin down)   -0.369 / -0.369 Ha
⟨S²⟩   3.7792
Charge   +1
2S+1   4
Lowest unoccupied orbital energy (spin up / spin down)   -0.1128 / -0.1229 Eh

Entry 2:
The following is a quantum chemistry calculation of 2 unconnected molecules or ions with the total composition C4H6BrNO4, from OMol25.

The geometry in XYZ format:
```
16
Properties=species:S:1:pos:R:3:forces:R:3:lowdin_charge:R:1
C 0.9846 -1.2860 0.9345 -1.3 -2.2 -0.1 -0.141
C 0.8591 -1.2026 -0.5694 -1.7 -1.1 0.2 -0.156
C 0.5904 0.0034 1.7295 2.2 -2.8 -1.4 -0.128
C -1.0532 0.2283 0.0391 -0.9 -0.1 -2.6 -0.648
N -1.7139 2.4070 -2.7687 -2.3 -0.8 -1.0 -0.336
O -2.8170 2.3843 -2.4440 2.0 0.4 0.1 0.001
O -2.0209 0.8172 -0.3387 -0.5 -0.2 -0.1 0.070
O -0.4301 -0.5933 -0.8610 0.7 0.4 0.6 0.019
O -0.6744 0.3699 1.2704 0.5 0.6 2.2 0.080
Br -0.3042 3.1029 -1.5273 0.5 0.6 0.8 0.465
H 0.1651 -2.0254 1.1099 0.6 0.3 0.8 0.131
H 1.9301 -1.8247 1.1110 -0.2 0.7 0.6 0.127
H 1.6623 -0.6213 -0.8973 1.0 1.2 -1.4 0.097
H 0.8215 -2.2198 -1.1395 0.3 1.8 1.3 0.166
H 0.6343 -0.2690 2.7820 -0.8 0.3 0.0 0.130
H 1.3663 0.7290 1.5695 0.0 1.0 -0.2 0.123
```
Forces are in eV/Å.

E_HOMO   -0.353 Ha
Charge   0
SMILES   O=C1OCCCO1.O=NBr
Lowest unoccupied orbital energy   -0.0191 Eh

The highest charge belongs to which entry? C45H40CrN8O5

Among the records above, which one has the lowest charge? C4H6BrNO4

What is the formula in the first record? C45H40CrN8O5